No. 1
Molecular formula: C19H42Cl2O12P
Method: DFT, ωB97M-V/def2-TZVPD

```
76
Properties=species:S:1:pos:R:3:mulliken_charge:R:1
C 3.855 -8.233 -1.302 -1.22
C 4.761 -8.329 -0.064 0.03
Cl 3.897 -7.717 1.405 -0.21
C 5.361 -9.712 0.130 -0.80
P 4.188 -11.300 0.420 -0.10
Cl 6.655 -9.576 1.379 -0.26
H 2.866 -7.869 -1.043 0.27
H 4.291 -7.528 -2.013 0.30
H 3.778 -9.198 -1.791 0.37
H 5.576 -7.614 -0.174 0.41
H 5.906 -9.928 -0.793 0.41
H 5.280 -12.110 -0.192 -0.03
H 4.784 -11.526 1.743 -0.06
H 3.132 -10.464 1.010 -0.15
H 3.629 -11.044 -0.925 -0.09
H 3.336 -12.496 0.559 0.09
C 1.885 -5.085 2.152 -0.79
C 1.334 -5.628 3.447 -0.15
O 1.155 -4.594 4.444 -0.38
C 0.078 -3.840 4.306 0.76
O -0.782 -3.944 3.470 -0.56
O 0.097 -2.909 5.272 -0.36
C -0.989 -1.986 5.217 -0.58
H 2.813 -4.540 2.330 0.29
H 2.096 -5.908 1.473 0.08
H 1.176 -4.406 1.677 0.34
H 2.038 -6.322 3.901 0.28
H 0.388 -6.148 3.298 0.30
H -1.944 -2.507 5.202 0.31
H -0.907 -1.346 4.339 0.27
H -0.913 -1.382 6.117 0.20
C -3.324 3.580 1.292 -0.84
C -3.815 2.397 2.097 -0.52
O -2.741 1.727 2.774 -0.33
C -2.302 2.324 3.879 0.76
O -2.733 3.340 4.360 -0.57
O -1.302 1.595 4.371 -0.27
C -0.689 2.139 5.544 -0.71
H -2.541 3.271 0.599 0.28
H -4.146 4.010 0.720 0.33
H -2.918 4.351 1.946 0.34
H -4.243 1.638 1.447 0.33
H -4.571 2.695 2.824 0.34
H -1.433 2.346 6.309 0.34
H -0.148 3.051 5.299 0.32
H 0.006 1.381 5.892 0.20
C -5.019 7.429 -4.809 -1.14
C -5.474 6.304 -3.907 -0.21
O -4.370 5.689 -3.221 -0.36
C -3.905 6.362 -2.171 0.71
O -4.344 7.391 -1.730 -0.56
O -2.865 5.685 -1.681 -0.20
C -2.207 6.318 -0.578 -0.88
H -4.258 7.074 -5.504 0.29
H -5.865 7.810 -5.382 0.38
H -4.599 8.249 -4.229 0.31
H -5.916 5.497 -4.487 0.31
H -6.207 6.645 -3.176 0.33
H -2.917 6.558 0.210 0.39
H -1.694 7.219 -0.909 0.36
H -1.481 5.599 -0.211 0.21
C 0.511 3.616 -2.449 -1.23
C -0.285 4.424 -3.452 0.30
O 0.409 5.625 -3.840 -0.31
C 1.389 5.460 -4.721 0.76
O 1.720 4.426 -5.239 -0.55
O 1.960 6.649 -4.935 -0.35
C 3.070 6.614 -5.834 -0.65
H 0.775 4.233 -1.589 0.28
H -0.081 2.769 -2.103 0.34
H 1.431 3.235 -2.889 0.40
H -1.215 4.766 -3.008 -0.09
H -0.523 3.835 -4.337 0.36
H 2.792 6.144 -6.775 0.30
H 3.903 6.073 -5.388 0.29
H 3.348 7.650 -6.001 0.22
```

- Total energy: -79286.5416 eV
- Total charge: -1
- Strongest force on any atom: 0.010 Eh/bohr

***

No. 2
Molecular formula: C31H24ClCoIN4O2S
Method: DFT, ωB97M-V/def2-TZVPD

```
65
Properties=species:S:1:pos:R:3:mulliken_charge:R:1
Co -0.250 -0.229 -0.070 -1.01
C 3.713 -0.721 -1.376 -1.23
C 2.353 -0.369 -1.366 -0.05
N 1.655 -0.363 -0.254 0.83
C 2.243 -0.703 0.928 0.96
C 3.597 -1.068 1.004 0.42
C 4.325 -1.078 -0.207 -0.63
C 4.137 -1.364 2.276 -0.95
C 3.338 -1.266 3.381 -0.84
C 1.978 -0.893 3.293 -0.53
C 1.410 -0.616 2.072 -0.37
N 0.094 -0.214 1.806 1.00
C -0.321 1.012 2.355 -0.69
C -0.480 1.334 3.678 -0.73
C -0.846 2.648 4.056 -0.85
C -1.039 3.640 3.138 -0.94
C -0.863 3.354 1.763 0.54
C -0.965 4.300 0.718 -0.74
C -0.716 3.925 -0.574 -1.03
C -0.389 2.586 -0.852 -0.25
N -0.306 1.690 0.103 1.18
C -0.521 2.042 1.399 1.20
H 4.251 -0.711 -2.313 0.44
H 1.823 -0.096 -2.270 0.74
H 5.370 -1.362 -0.196 0.48
H 5.177 -1.651 2.362 0.44
H 3.750 -1.482 4.358 0.44
H 1.386 -0.838 4.196 0.35
H -0.342 0.584 4.443 0.49
H -0.971 2.864 5.109 0.42
H -1.312 4.641 3.445 0.45
H -1.229 5.324 0.954 0.48
H -0.771 4.635 -1.387 0.49
H -0.214 2.233 -1.861 0.62
Cl -0.767 -5.738 -3.930 -0.25
C -0.693 -4.106 -3.356 0.49
C -0.795 -3.066 -4.238 -0.33
C -0.749 -1.728 -3.798 -0.13
I -0.944 -0.166 -5.155 0.00
C -0.588 -1.419 -2.464 -0.65
O -0.557 -0.205 -1.959 -0.55
C -0.474 -2.516 -1.563 0.52
N -0.330 -2.163 -0.254 0.72
C -0.268 -3.085 0.676 -0.27
C -0.325 -4.452 0.352 -1.11
C -0.449 -4.836 -0.955 -0.91
C -0.535 -3.857 -1.970 0.24
H -0.920 -3.275 -5.291 0.47
H -0.172 -2.738 1.696 0.56
H -0.267 -5.183 1.146 0.47
H -0.490 -5.883 -1.224 0.46
O -2.162 -0.180 0.294 -0.63
S -3.173 -0.601 -0.785 0.32
C -4.728 -0.434 0.114 -0.79
C -5.084 1.045 0.052 -0.49
C -4.856 1.439 -1.405 -0.66
C -3.487 0.881 -1.796 0.12
H -4.550 -0.837 1.109 0.43
H -5.461 -1.054 -0.406 0.46
H -4.424 1.609 0.714 0.18
H -6.111 1.215 0.373 0.42
H -4.888 2.517 -1.556 0.35
H -5.634 0.998 -2.032 0.31
H -2.669 1.547 -1.527 -0.28
H -3.376 0.615 -2.845 0.36
```

- Total energy: -111675.1069 eV
- Total charge: +1
- Strongest force on any atom: 0.004 Eh/bohr

***

No. 3
Molecular formula: C46H27EuN12S
Method: DFT, ωB97M-V/def2-TZVPD

```
87
Properties=species:S:1:pos:R:3:lowdin_spin:R:1
Eu -0.377 -0.204 0.256 4.06
C -2.056 3.202 -5.304 0.03
C -2.207 4.274 -4.427 0.03
C -2.056 4.118 -3.060 0.02
C -1.779 2.849 -2.583 0.05
C -1.463 2.338 -1.257 0.19
N -1.247 1.000 -1.352 0.04
C -1.303 0.602 -2.658 0.20
N -0.957 -0.559 -3.184 0.09
C -0.280 -1.547 -2.615 0.19
C 0.405 -2.570 -3.392 0.05
C 0.325 -2.950 -4.721 0.02
C 1.186 -3.943 -5.161 0.03
C 2.116 -4.528 -4.304 0.03
C 2.209 -4.145 -2.976 0.02
C 1.337 -3.172 -2.518 0.04
C 1.173 -2.518 -1.227 0.20
N 2.058 -2.638 -0.248 0.08
C 2.211 -1.897 0.836 0.20
N 1.392 -0.916 1.317 0.05
C 2.034 -0.176 2.255 0.18
N 1.609 0.949 2.824 0.12
C 0.678 1.766 2.367 0.18
N 0.138 1.748 1.115 0.04
C -0.735 2.781 0.950 0.18
N -1.375 3.090 -0.164 0.13
C -0.749 3.570 2.184 0.05
C -1.434 4.711 2.565 0.02
C -1.185 5.230 3.828 0.03
C -0.298 4.610 4.701 0.03
C 0.367 3.445 4.342 0.02
C 0.148 2.934 3.075 0.05
C 3.339 -0.779 2.500 0.05
C 4.394 -0.430 3.323 0.02
C 5.572 -1.152 3.214 0.03
C 5.698 -2.196 2.302 0.03
C 4.640 -2.568 1.488 0.03
C 3.458 -1.856 1.593 0.04
N 0.133 -1.642 -1.320 0.06
C -1.656 1.756 -3.469 0.05
C -1.775 1.929 -4.837 0.02
H -2.154 3.371 -6.366 0.00
H -2.433 5.252 -4.824 0.00
H -2.141 4.949 -2.379 0.00
H -0.393 -2.486 -5.380 0.00
H 1.137 -4.272 -6.189 0.00
H 2.776 -5.294 -4.683 0.00
H 2.928 -4.590 -2.308 0.00
H -2.144 5.173 1.896 0.00
H -1.687 6.134 4.141 0.00
H -0.127 5.042 5.677 0.00
H 1.037 2.946 5.024 0.00
H 4.291 0.388 4.019 0.00
H 6.411 -0.894 3.843 0.00
H 6.638 -2.722 2.230 0.00
H 4.729 -3.376 0.779 0.00
H -1.634 1.093 -5.504 0.00
N -1.785 -1.205 1.682 0.00
C -1.755 -1.952 2.598 0.00
N -1.873 -2.838 3.448 0.00
C -1.479 -3.086 4.645 0.00
N -1.167 -3.387 5.712 0.00
N 1.951 0.617 -1.120 0.01
S 1.956 0.336 -2.683 0.00
C 3.671 0.034 -3.256 0.00
C 4.774 0.726 -2.792 0.00
C 6.030 0.380 -3.263 0.00
C 6.175 -0.659 -4.169 0.00
C 5.065 -1.362 -4.609 0.00
C 3.806 -1.013 -4.152 0.00
C 1.771 2.016 -3.347 0.00
C 1.776 2.198 -4.721 0.00
C 1.545 3.466 -5.228 0.00
C 1.300 4.523 -4.367 0.00
C 1.293 4.327 -2.995 0.00
C 1.534 3.064 -2.480 0.00
H 2.626 0.008 -0.669 0.00
H 4.647 1.521 -2.073 0.00
H 6.896 0.926 -2.921 0.00
H 7.158 -0.923 -4.529 0.00
H 5.175 -2.181 -5.305 0.00
H 2.928 -1.551 -4.476 0.00
H 1.955 1.362 -5.381 0.00
H 1.552 3.630 -6.297 0.00
H 1.109 5.506 -4.771 0.00
H 1.098 5.154 -2.331 0.00
H 1.527 2.862 -1.417 0.00
```

- Total energy: -96186.0297 eV
- Multiplicity: 8
- Total charge: -1
- Strongest force on any atom: 0.032 Eh/bohr

***

No. 4
Molecular formula: C16H22BClNO2
Method: DFT, ωB97M-V/def2-TZVPD

```
43
Properties=species:S:1:pos:R:3:mulliken_charge:R:1
C -4.504 0.191 2.561 -1.06
C -4.550 -0.819 1.339 -0.39
B -3.283 -0.766 0.364 0.40
O -3.512 -1.037 -1.007 -0.53
C -1.752 -0.474 0.782 -0.06
C -0.671 -1.261 0.040 -0.54
C 0.742 -1.050 0.304 0.70
C 1.888 -1.812 -0.478 -1.23
C 2.604 -0.684 -1.392 -0.20
C 2.656 -1.057 -2.927 -0.87
C 1.613 -0.235 -3.806 -0.50
O 1.654 1.171 -3.528 -0.33
C 0.350 1.745 -3.375 -0.41
C 1.212 -0.067 1.361 0.50
C 2.621 0.189 1.690 -0.39
N 3.024 1.088 2.654 0.02
C 2.042 1.802 3.371 -0.38
C 0.621 1.666 3.144 0.35
Cl -0.600 2.567 4.078 -0.15
C 0.150 0.698 2.092 0.21
C -1.296 0.494 1.775 -0.92
H -4.313 1.221 2.122 0.30
H -5.503 0.286 3.083 0.34
H -3.721 -0.080 3.327 0.28
H -4.799 -1.858 1.714 0.33
H -5.444 -0.513 0.709 0.24
H -2.753 -0.733 -1.541 0.31
H -0.950 -2.030 -0.733 0.52
H 1.483 -2.627 -1.131 0.52
H 2.690 -2.197 0.205 0.31
H 3.665 -0.500 -1.040 0.24
H 2.074 0.304 -1.238 0.43
H 3.689 -0.781 -3.304 0.33
H 2.531 -2.151 -3.148 0.34
H 1.951 -0.357 -4.884 0.34
H 0.575 -0.681 -3.768 0.30
H -0.021 2.272 -4.305 0.28
H -0.415 1.028 -2.952 0.06
H 0.452 2.564 -2.594 0.22
H 3.407 -0.362 1.114 0.24
H 4.026 1.210 2.815 0.32
H 2.393 2.512 4.169 0.35
H -2.024 1.123 2.336 0.18
```

- Total energy: -35725.0945 eV
- SMILES string: CCB(O)c1cc(CCCCOC)c2c[nH+]cc(Cl)c2c1
- Total charge: +1
- Strongest force on any atom: 0.068 Eh/bohr

***

No. 5
Molecular formula: C4H7NO2
Method: DFT, ωB97M-V/def2-TZVPD

```
14
Properties=species:S:1:pos:R:3:mulliken_charge:R:1
C 1.710 0.723 -0.053 -0.53
C 0.680 -0.618 1.084 -0.43
O 0.174 0.799 0.762 -0.23
C -1.021 0.710 -0.017 -0.13
C -1.084 -0.742 -0.435 0.48
N -1.934 -1.204 -1.248 -0.69
O -0.086 -1.411 0.172 -0.37
H 1.885 -0.091 -0.754 0.31
H 2.529 0.859 0.645 0.32
H 1.482 1.658 -0.588 0.27
H 0.289 -0.846 2.088 0.26
H -0.943 1.379 -0.879 0.23
H -1.884 0.993 0.594 0.23
H -1.797 -2.208 -1.370 0.28
```

- Total energy: -9840.6696 eV
- Strongest force on any atom: 0.009 Eh/bohr

***

No. 6
Molecular formula: C15H34BIO12
Method: DFT, ωB97M-V/def2-TZVPD

```
63
Properties=species:S:1:pos:R:3:mulliken_charge:R:1
C 3.663 -0.705 2.613 -0.94
C 4.130 -1.081 1.207 -0.26
C 4.398 0.131 0.302 -1.07
C 3.250 0.487 -0.622 -0.30
O 2.086 0.784 0.183 -0.30
C 0.894 0.954 -0.405 0.77
C -0.183 1.322 0.310 0.62
O -0.191 1.628 1.626 -0.60
C -1.477 1.475 -0.396 0.30
O -2.327 2.262 -0.047 -0.65
C -1.715 0.606 -1.583 0.31
B -3.211 0.199 -1.885 0.60
O -4.016 0.998 -2.658 -0.52
O -3.679 -0.979 -1.394 -0.53
C -4.977 -1.049 -0.769 -0.31
C -4.856 -1.644 0.630 -1.04
C -0.656 0.240 -2.297 0.27
C -0.668 -0.664 -3.496 -1.16
C 0.216 -1.905 -3.255 -0.40
C -0.535 -2.938 -2.433 -0.91
I 0.675 -4.634 -2.011 -0.02
C 0.682 0.774 -1.873 -0.23
O 1.516 1.080 -2.696 -0.67
H 3.047 0.194 2.582 0.14
H 3.066 -1.517 3.041 0.33
H 4.511 -0.518 3.280 0.31
H 5.027 -1.705 1.265 0.44
H 3.350 -1.694 0.736 0.09
H 4.637 1.007 0.917 0.39
H 5.248 -0.071 -0.362 0.41
H 3.489 1.351 -1.246 0.30
H 3.029 -0.356 -1.290 0.28
H 0.297 0.965 2.144 0.31
H -3.744 1.924 -2.574 0.33
H -5.413 -0.047 -0.739 0.24
H -5.617 -1.662 -1.410 0.39
H -3.799 -1.716 0.901 0.27
H -5.282 -2.649 0.690 0.30
H -5.356 -1.018 1.373 0.32
H -0.293 -0.122 -4.371 0.38
H -1.696 -0.977 -3.705 0.38
H 0.544 -2.331 -4.208 0.50
H 1.129 -1.627 -2.717 0.25
H -1.435 -3.304 -2.928 0.45
H -0.813 -2.542 -1.454 0.32
O 1.201 -3.547 1.607 -0.54
H 1.162 -3.981 0.745 0.21
H 0.282 -3.432 1.867 0.29
O 0.792 0.622 4.100 -0.68
H 1.546 0.615 4.700 0.26
H 0.292 1.408 4.354 0.31
O -0.680 1.428 6.598 -0.64
H -0.155 0.750 7.035 0.32
H -1.516 0.993 6.399 0.32
O 3.868 2.049 4.360 -0.55
H 3.130 2.455 4.828 0.29
H 4.538 2.740 4.329 0.28
O -6.799 2.862 -2.955 -0.64
H -6.173 3.450 -3.388 0.30
H -6.322 2.029 -2.852 0.37
O 2.929 3.538 -3.817 -0.68
H 2.483 2.784 -3.413 0.38
H 2.477 4.312 -3.469 0.30
```

- Total energy: -49454.9961 eV
- SMILES string: CCCCOC1=C(O)C(=O)C(B(O)OCC)=C(CCCI)C1=O.O.O.O.O.O.O
- Strongest force on any atom: 0.015 Eh/bohr

***

No. 7
Molecular formula: C2H14NO5
Method: DFT, ωB97M-V/def2-TZVPD

```
22
Properties=species:S:1:pos:R:3:mulliken_charge:R:1
C 1.935 -0.949 1.182 -0.66
O 0.680 -0.926 1.742 -0.49
C 2.203 -1.127 -0.297 -0.50
N 1.625 0.038 -1.105 -0.55
H 2.405 0.052 1.493 0.27
H 2.522 -1.689 1.688 0.36
H 3.202 -1.133 -0.390 0.47
H 1.670 -2.067 -0.334 0.29
H 1.613 -0.210 -2.071 0.17
H 0.769 0.514 -0.858 0.25
H -2.470 2.549 1.304 0.26
H -2.568 0.952 0.694 0.51
O -2.953 1.725 1.390 -0.80
H -1.367 2.179 0.144 0.22
H 0.234 2.127 -0.090 0.29
O -0.568 2.413 -0.508 -0.68
H -2.235 -0.487 -1.429 0.43
H -1.449 -1.702 -2.285 0.27
O -2.347 -1.139 -2.163 -0.71
H -1.485 -0.437 0.774 0.16
H 0.089 -0.839 0.957 0.22
O -1.503 0.158 0.159 -0.78
```

- Total energy: -14027.5506 eV
- Total charge: -1
- Strongest force on any atom: 0.155 Eh/bohr

***

No. 8
Molecular formula: C21H20ClMoO2P
Method: DFT, ωB97M-V/def2-TZVPD

```
46
Properties=species:S:1:pos:R:3:lowdin_spin:R:1
Cl -1.688 -0.891 -1.304 0.13
C 1.734 -2.178 -3.392 -0.01
C 2.474 -0.970 -3.174 0.02
C 1.608 0.136 -3.496 0.05
H 3.525 -0.924 -2.925 0.00
C 0.323 -0.388 -3.914 0.03
C 0.413 -1.826 -3.816 0.01
H -0.393 -2.515 -4.051 0.00
H 2.124 -3.190 -3.297 0.00
H 1.853 1.190 -3.497 0.01
C -0.843 0.401 -4.396 0.01
Mo 0.713 -0.896 -1.779 1.51
C 2.149 0.045 -0.705 0.06
C 0.659 -2.698 -0.714 0.07
O 3.172 0.444 -0.267 0.10
O 0.651 -3.646 -0.053 0.06
H -0.873 1.378 -3.913 0.00
H -1.780 -0.110 -4.172 0.00
H -0.771 0.536 -5.479 0.00
C 1.394 1.503 1.843 -0.01
P 0.275 0.422 0.893 -0.04
C 0.180 -0.908 2.156 0.00
C -1.012 -1.335 2.757 0.00
C -0.972 -2.309 3.766 0.00
C 0.241 -2.872 4.172 0.00
C 1.431 -2.468 3.549 0.00
C 1.396 -1.502 2.541 0.00
C -1.093 1.646 0.788 0.00
C -0.772 2.894 0.216 0.00
C -1.659 3.963 0.308 0.00
C -2.904 3.794 0.924 0.00
C -3.279 2.523 1.368 0.00
C -2.397 1.442 1.270 0.00
H 2.318 1.000 2.148 0.00
H 0.830 1.783 2.750 0.00
H 1.645 2.412 1.290 0.00
H -1.973 -0.937 2.459 0.00
H -1.905 -2.638 4.232 0.00
H 0.263 -3.628 4.962 0.00
H 2.378 -2.914 3.850 0.00
H 2.333 -1.206 2.062 0.00
H 0.198 3.039 -0.266 0.00
H -1.377 4.939 -0.096 0.00
H -3.580 4.644 1.043 0.00
H -4.269 2.365 1.800 0.00
H -2.740 0.451 1.562 0.00
```

- Total energy: -49847.2286 eV
- Multiplicity: 3
- Total charge: +2
- Strongest force on any atom: 0.107 Eh/bohr